{"formula": "C5H12NO", "method": "ωB97M-V with the def2-TZVPD basis set", "symbols": ["O", "C", "C", "N", "C", "C", "C", "H", "H", "H", "H", "H", "H", "H", "H", "H", "H", "H", "H"], "positions_angstrom": [[-1.761047, 1.803087, -0.718718], [-0.982518, 0.701956, -1.127137], [-0.880095, -0.200128, 0.087133], [0.034363, -1.368926, -0.234358], [1.429499, -0.816067, -0.169683], [1.346948, 0.201648, 0.977778], [-0.164231, 0.422109, 1.255744], [-2.163820, 2.214354, -1.497053], [0.021771, 1.044362, -1.406460], [-1.429956, 0.148804, -1.954723], [-1.849129, -0.631805, 0.357401], [-0.205309, -1.841209, -1.105660], [-0.030271, -2.031689, 0.537913], [2.121944, -1.630736, 0.038287], [1.705440, -0.362566, -1.116517], [1.821771, -0.224427, 1.858372], [1.864818, 1.118834, 0.736418], [-0.411072, 1.478020, 1.284771], [-0.469106, -0.025623, 2.196493]], "forces_ev_per_angstrom": [[-0.212, -0.111, -0.355], [0.092, 0.270, 0.214], [-0.387, -0.746, 0.120], [0.100, 0.221, 0.055], [0.536, 0.101, 0.165], [-0.188, -0.401, 0.305], [0.406, 0.540, -0.065], [0.107, -0.023, 0.270], [-0.058, -0.075, -0.186], [-0.038, 0.034, -0.152], [0.041, 0.257, -0.159], [0.098, -0.061, 0.000], [-0.272, -0.221, -0.186], [-0.081, 0.011, -0.105], [-0.207, -0.098, -0.101], [0.079, 0.136, 0.056], [0.077, 0.140, -0.121], [-0.067, 0.083, 0.174], [-0.025, -0.059, 0.072]], "mulliken_charge": [-0.50, -0.56, 0.04, -0.20, -0.74, -0.38, -0.85, 0.33, 0.24, 0.42, 0.44, 0.34, 0.38, 0.38, 0.34, 0.33, 0.31, 0.35, 0.34], "homo_lumo_gap_ev": 11.337, "homo_energy_ev": -14.72, "smiles": "OC[C@@H]1CCC[NH2+]1", "charge": 1, "de_lowest_ev": 0.0228}

***

{"formula": "C45H37N4O6Re", "method": "ωB97M-V with the def2-TZVPD basis set", "symbols": ["Re", "O", "N", "O", "C", "C", "C", "C", "C", "C", "N", "C", "C", "N", "C", "C", "C", "C", "H", "H", "H", "H", "H", "H", "H", "C", "C", "C", "O", "C", "C", "O", "C", "O", "C", "C", "C", "C", "C", "C", "C", "C", "C", "C", "C", "C", "C", "O", "C", "C", "C", "C", "C", "C", "C", "C", "C", "C", "C", "C", "H", "H", "H", "H", "H", "H", "H", "H", "H", "H", "H", "H", "H", "H", "H", "H", "H", "H", "H", "H", "H", "H", "H", "H", "H", "H", "H", "H", "C", "H", "H", "N", "C"], "positions_angstrom": [[1.590689, -0.686197, 0.897399], [8.939430, 0.638050, 2.637844], [7.961335, 1.287428, 2.288132], [7.984377, 2.509054, 2.283379], [6.775539, 0.586545, 1.905442], [6.824735, -0.787056, 2.003863], [5.725651, -1.607706, 1.720909], [5.793791, -3.014753, 1.770012], [4.639571, -3.736601, 1.516197], [3.446309, -3.089677, 1.264544], [3.330894, -1.729146, 1.208026], [4.489402, -1.004700, 1.393618], [4.434092, 0.396018, 1.220623], [3.238090, 0.892437, 0.800785], [3.133180, 2.187966, 0.517709], [4.188875, 3.062448, 0.681107], [5.405295, 2.593202, 1.156849], [5.568548, 1.229964, 1.437888], [7.753572, -1.230704, 2.331071], [6.733110, -3.501817, 1.998218], [4.642431, -4.818087, 1.525499], [2.532362, -3.648344, 1.125480], [2.173698, 2.522465, 0.142226], [4.056250, 4.109458, 0.447824], [6.225645, 3.270461, 1.302290], [-4.189198, 2.178020, -2.047605], [-3.987144, 0.917734, -1.209437], [-5.319691, 0.299171, -0.806599], [-3.231987, -0.036180, -1.919375], [-1.915250, -0.108643, -1.395643], [-2.032763, 0.515717, 0.009854], [-3.245012, 1.259493, -0.057321], [-0.855936, 1.432821, 0.477324], [0.324271, 0.726665, 0.364708], [-1.072152, 1.837661, 1.949049], [0.036810, 2.281394, 2.665725], [-0.057341, 2.617633, 4.005446], [-1.275504, 2.518043, 4.661797], [-2.389423, 2.097511, 3.955983], [-2.292802, 1.760245, 2.611260], [-0.792856, 2.683596, -0.410826], [0.048183, 2.689884, -1.521763], [0.112670, 3.795924, -2.357641], [-0.656166, 4.918739, -2.084069], [-1.487748, 4.923270, -0.974093], [-1.559434, 3.813444, -0.144438], [-1.396111, -1.579131, -1.512485], [0.002544, -1.454713, -1.341564], [-1.504662, -2.085330, -2.957722], [-1.762751, -1.263683, -4.045882], [-1.757221, -1.776202, -5.338248], [-1.482320, -3.114327, -5.564521], [-1.183708, -3.935801, -4.484224], [-1.191684, -3.423944, -3.198693], [-2.191974, -2.478677, -0.561222], [-1.852216, -2.683494, 0.775589], [-2.711474, -3.355415, 1.634476], [-3.929848, -3.834287, 1.181856], [-4.273579, -3.657536, -0.150407], [-3.414454, -2.989200, -1.009648], [-4.784905, 1.948916, -2.931262], [-3.220473, 2.575875, -2.354088], [-4.698950, 2.924421, -1.437946], [-5.896513, 0.069160, -1.702924], [-5.869337, 1.008220, -0.187317], [-5.149833, -0.618406, -0.243790], [-1.243633, 0.500666, -2.005324], [-2.124376, -0.254714, 0.772597], [0.992771, 2.357303, 2.168274], [0.824999, 2.951862, 4.537340], [-1.352462, 2.751389, 5.716591], [-3.348079, 2.020731, 4.455428], [-3.180648, 1.441811, 2.084890], [0.665316, 1.821723, -1.717104], [0.764430, 3.780719, -3.222955], [-0.596139, 5.787238, -2.728828], [-2.081429, 5.802535, -0.753196], [-2.212988, 3.819799, 0.718192], [-1.994783, -0.217130, -3.899375], [-1.965951, -1.120996, -6.175677], [-1.501637, -3.515931, -6.570149], [-0.942953, -4.979772, -4.645666], [-0.959172, -4.072454, -2.362460], [-0.911502, -2.326919, 1.174130], [-2.420425, -3.482518, 2.669885], [-4.611531, -4.333443, 1.860033], [-5.221203, -4.024692, -0.526527], [-3.714300, -2.840220, -2.036267], [0.763038, -2.224195, -0.395444], [0.178088, -3.065108, -0.009994], [1.595371, -2.652849, -0.974397], [0.326382, -2.127977, 3.444340], [0.793889, -1.626151, 2.502411]], "forces_ev_per_angstrom": [[0.330, 0.006, -0.778], [-0.197, -0.122, -0.121], [1.314, 0.551, 0.491], [-0.379, -0.031, -0.156], [-0.994, -1.705, -0.300], [0.776, 1.476, 0.143], [-0.964, -1.436, -0.202], [0.691, 0.916, 0.141], [-0.883, 0.103, -0.191], [0.506, -0.531, 0.200], [-1.503, 0.795, -0.192], [0.788, 0.572, 0.060], [0.341, -0.589, 0.052], [-0.643, -0.796, 0.357], [0.034, 0.255, -0.101], [-0.106, -0.044, -0.062], [0.095, -0.413, 0.112], [-0.061, 0.865, -0.114], [-0.016, -0.073, -0.011], [-0.012, 0.017, 0.024], [-0.004, -0.002, 0.038], [-0.045, 0.095, -0.022], [-0.059, -0.056, 0.094], [-0.005, 0.000, -0.011], [0.057, 0.058, 0.021], [0.163, -0.159, 0.126], [-0.315, 0.182, -0.122], [0.207, 0.021, -0.024], [-0.129, -0.120, 0.123], [0.231, -0.007, 0.037], [0.214, -0.127, -0.066], [0.012, 0.022, 0.009], [-0.620, -0.098, -0.038], [0.547, 0.115, 0.306], [0.118, -0.056, 0.021], [-0.017, 0.071, 0.016], [0.018, 0.029, -0.051], [-0.033, -0.012, 0.025], [-0.030, 0.016, 0.062], [0.004, -0.009, -0.035], [0.161, -0.120, 0.042], [0.013, -0.008, 0.019], [-0.046, 0.046, -0.001], [0.068, -0.014, -0.063], [-0.051, 0.061, 0.015], [-0.017, -0.025, -0.050], [-0.147, 0.167, -0.133], [-0.001, -0.138, 0.102], [-0.057, -0.053, -0.005], [-0.060, 0.063, -0.041], [0.034, -0.022, -0.070], [-0.004, 0.020, 0.012], [0.012, -0.036, 0.005], [-0.048, 0.014, -0.005], [-0.183, 0.126, -0.104], [-0.088, 0.083, 0.105], [-0.025, -0.010, 0.084], [-0.030, -0.025, -0.031], [-0.015, 0.025, -0.021], [0.046, 0.076, 0.081], [-0.021, 0.020, -0.001], [-0.002, 0.011, 0.016], [-0.022, 0.062, -0.075], [-0.053, -0.026, 0.034], [-0.059, -0.011, -0.028], [0.039, 0.002, 0.006], [0.087, -0.012, -0.036], [-0.048, -0.176, 0.085], [0.057, -0.057, -0.030], [0.002, -0.031, 0.004], [0.001, 0.033, -0.012], [0.009, -0.026, -0.008], [0.022, -0.036, 0.030], [-0.035, -0.041, 0.012], [0.015, -0.001, 0.019], [-0.028, 0.002, 0.011], [-0.015, -0.026, 0.023], [0.008, 0.022, 0.000], [0.003, -0.071, -0.017], [-0.032, 0.013, 0.022], [0.044, 0.010, -0.003], [-0.017, 0.001, 0.008], [-0.005, 0.013, 0.022], [-0.426, 0.137, 0.117], [0.072, 0.031, -0.015], [0.029, -0.034, 0.000], [0.002, -0.009, 0.010], [0.014, 0.033, -0.080], [0.755, 0.124, 0.496], [0.345, 0.109, -0.187], [0.013, -0.010, 0.051], [-0.039, -0.055, -0.052], [0.289, -0.007, -0.220]], "lowdin_spin": [0.66, -0.01, 0.00, 0.00, -0.01, 0.01, 0.00, 0.07, 0.02, 0.06, 0.05, 0.01, 0.01, 0.03, -0.01, 0.01, -0.01, 0.01, 0.00, 0.00, 0.00, 0.00, 0.00, 0.00, 0.00, 0.00, 0.00, 0.00, 0.00, 0.00, 0.00, 0.00, 0.01, 0.06, 0.00, 0.00, 0.00, 0.00, 0.00, 0.00, 0.00, 0.00, 0.00, 0.00, 0.00, 0.00, 0.00, 0.00, 0.00, 0.00, 0.00, 0.00, 0.00, 0.00, 0.00, 0.00, 0.00, 0.00, 0.00, 0.00, 0.00, 0.00, 0.00, 0.00, 0.00, 0.00, 0.00, 0.00, 0.00, 0.00, 0.00, 0.00, 0.00, 0.00, 0.00, 0.00, 0.00, 0.00, 0.00, 0.00, 0.00, 0.00, 0.00, 0.00, 0.00, 0.00, 0.00, 0.00, 0.01, 0.00, 0.00, 0.02, 0.00], "homo_lumo_gap_ev": [4.274, 4.309], "homo_energy_ev": [-3.33, -3.31], "s_squared": 0.822, "charge": -1, "multiplicity": 2, "de_lowest_ev": 1.8499}

***

{"formula": "C4H12", "method": "ωB97M-V with the def2-TZVPD basis set", "symbols": ["C", "C", "H", "H", "H", "H", "H", "H", "C", "C", "H", "H", "H", "H", "H", "H"], "positions_angstrom": [[-1.222228, -1.511104, -0.349119], [-2.160254, -2.036009, 0.817553], [-0.488916, -2.215435, -0.636220], [-1.825318, -1.269024, -1.206723], [-0.702506, -0.532115, -0.047907], [-2.568040, -2.939660, 0.743672], [-1.585713, -2.034771, 1.748832], [-2.962420, -1.374403, 1.114517], [2.056686, 1.419884, 0.272916], [1.317911, 2.065120, -0.829710], [1.760961, 1.882676, 1.270190], [1.941832, 0.311539, 0.627799], [3.246966, 1.639665, 0.256086], [1.927628, 2.084344, -1.771104], [1.104581, 3.105842, -0.495853], [0.198254, 1.713998, -1.073137]], "forces_ev_per_angstrom": [[-1.344, 1.439, 1.844], [2.853, 4.273, 0.762], [0.800, -0.822, -0.211], [-0.208, 0.056, -0.539], [-0.670, -1.316, -0.189], [-1.375, -3.858, -1.004], [0.299, -0.280, -0.049], [-0.306, 0.557, -0.599], [2.716, 1.629, -0.248], [0.491, -2.480, -0.944], [-0.827, -0.708, 0.066], [-0.232, 0.786, -0.042], [-2.627, -1.057, -0.623], [-0.551, 0.403, 0.870], [-0.586, 0.726, -0.088], [1.566, 0.652, 0.996]], "lowdin_spin": [0.01, 0.01, 0.00, 0.00, 0.00, 0.00, 0.00, 0.00, 0.30, 0.24, 0.10, 0.13, 0.01, 0.01, 0.11, 0.07], "homo_lumo_gap_ev": [11.347, 3.022], "homo_energy_ev": [-14.85, -14.74], "s_squared": 0.753, "charge": 1, "multiplicity": 2, "de_lowest_ev": 1.4216}

***

What did the first record say?
{"formula": "C5H12NO", "method": "ωB97M-V with the def2-TZVPD basis set", "symbols": ["O", "C", "C", "N", "C", "C", "C", "H", "H", "H", "H", "H", "H", "H", "H", "H", "H", "H", "H"], "positions_angstrom": [[-1.761047, 1.803087, -0.718718], [-0.982518, 0.701956, -1.127137], [-0.880095, -0.200128, 0.087133], [0.034363, -1.368926, -0.234358], [1.429499, -0.816067, -0.169683], [1.346948, 0.201648, 0.977778], [-0.164231, 0.422109, 1.255744], [-2.163820, 2.214354, -1.497053], [0.021771, 1.044362, -1.406460], [-1.429956, 0.148804, -1.954723], [-1.849129, -0.631805, 0.357401], [-0.205309, -1.841209, -1.105660], [-0.030271, -2.031689, 0.537913], [2.121944, -1.630736, 0.038287], [1.705440, -0.362566, -1.116517], [1.821771, -0.224427, 1.858372], [1.864818, 1.118834, 0.736418], [-0.411072, 1.478020, 1.284771], [-0.469106, -0.025623, 2.196493]], "forces_ev_per_angstrom": [[-0.212, -0.111, -0.355], [0.092, 0.270, 0.214], [-0.387, -0.746, 0.120], [0.100, 0.221, 0.055], [0.536, 0.101, 0.165], [-0.188, -0.401, 0.305], [0.406, 0.540, -0.065], [0.107, -0.023, 0.270], [-0.058, -0.075, -0.186], [-0.038, 0.034, -0.152], [0.041, 0.257, -0.159], [0.098, -0.061, 0.000], [-0.272, -0.221, -0.186], [-0.081, 0.011, -0.105], [-0.207, -0.098, -0.101], [0.079, 0.136, 0.056], [0.077, 0.140, -0.121], [-0.067, 0.083, 0.174], [-0.025, -0.059, 0.072]], "mulliken_charge": [-0.50, -0.56, 0.04, -0.20, -0.74, -0.38, -0.85, 0.33, 0.24, 0.42, 0.44, 0.34, 0.38, 0.38, 0.34, 0.33, 0.31, 0.35, 0.34], "homo_lumo_gap_ev": 11.337, "homo_energy_ev": -14.72, "smiles": "OC[C@@H]1CCC[NH2+]1", "charge": 1, "de_lowest_ev": 0.0228}